An isolated molecule of C21H27N3O4S, computed with the ωB97M-V functional and the def2-TZVPD basis.

```
56
Properties=species:S:1:pos:R:3:forces:R:3
C -7.529870 1.185225 2.254830 -0.04 -0.03 0.09
O -7.281301 1.710755 0.972793 0.07 0.10 -0.18
C -7.934665 0.997166 -0.050582 -0.20 0.06 0.02
C -7.419810 -0.430035 -0.263600 -0.19 0.26 0.09
O -8.193746 -1.370905 -0.306287 -0.30 -0.10 -0.04
N -6.089831 -0.589878 -0.408316 0.24 -0.19 -0.03
C -5.104087 0.472070 -0.382304 0.26 0.41 -0.03
C -3.889794 0.070706 -1.213260 0.05 -0.05 0.28
C -3.181731 -1.148459 -0.596624 -0.29 -0.09 -0.35
O -2.253326 -0.760795 0.403503 0.15 0.04 0.20
C -1.048830 -0.237576 0.055878 0.25 0.12 0.12
C -0.588119 -0.044208 -1.243545 -0.31 -0.15 0.02
C 0.670125 0.487348 -1.452668 0.26 0.11 0.16
C 1.500188 0.827439 -0.391180 -0.29 -0.04 -0.19
C 2.836539 1.403582 -0.711094 0.02 -0.01 0.17
O 3.057891 1.994761 -1.752368 -0.02 0.05 -0.27
N 3.779746 1.230848 0.245185 0.11 -0.02 0.25
C 5.152034 1.656327 0.073222 0.17 0.22 0.04
C 5.569994 2.572029 1.226062 -0.08 -0.04 -0.25
C 6.042627 0.448179 0.023797 0.41 0.15 -0.82
C 6.982533 0.170550 -0.916351 0.00 -0.12 0.16
S 7.773451 -1.317576 -0.564082 -0.53 0.22 0.49
C 6.749199 -1.465160 0.855975 0.66 -0.21 -0.63
C 6.861059 -2.629405 1.763718 0.06 -0.22 0.11
N 5.931587 -0.489350 1.007013 -0.52 0.08 0.62
C 1.028884 0.647546 0.908038 0.00 -0.03 -0.18
C -0.226573 0.125581 1.126326 -0.22 -0.10 -0.03
C -4.205181 -2.054594 0.103256 0.15 0.12 -0.21
C -5.572578 -1.940469 -0.552083 -0.06 -0.38 0.12
H -6.989915 1.817782 2.956584 -0.03 -0.07 0.05
H -8.600425 1.207666 2.489070 0.03 -0.01 0.01
H -7.176175 0.151762 2.343014 0.01 -0.01 0.03
H -9.011663 0.917336 0.153951 0.18 -0.06 -0.08
H -7.795223 1.577741 -0.967672 -0.04 -0.07 0.04
H -4.786602 0.675424 0.647449 -0.02 0.10 -0.10
H -5.540933 1.388286 -0.780740 0.08 -0.05 0.10
H -4.204586 -0.161503 -2.231596 0.02 0.02 -0.06
H -3.195349 0.910850 -1.253957 -0.01 -0.02 -0.08
H -2.660622 -1.712244 -1.382415 -0.03 0.07 0.13
H -1.196121 -0.296837 -2.097852 -0.08 -0.03 -0.05
H 1.030768 0.650400 -2.457058 0.03 0.03 -0.08
H 3.614324 0.607609 1.019460 -0.09 -0.05 -0.11
H 5.198229 2.193469 -0.879332 0.00 -0.13 0.18
H 5.533785 2.022594 2.164043 0.01 -0.02 0.12
H 4.898534 3.424652 1.283499 -0.06 0.08 0.03
H 6.583962 2.929942 1.068631 0.12 0.04 0.04
H 7.251962 0.741324 -1.780938 -0.01 0.19 -0.21
H 7.865783 -2.690617 2.179580 0.02 -0.06 0.07
H 6.664573 -3.553405 1.221718 -0.02 -0.08 0.05
H 6.142383 -2.525865 2.572093 -0.01 0.00 0.02
H 1.627288 0.942046 1.757581 0.05 0.02 0.08
H -0.604578 -0.013480 2.127078 -0.04 -0.01 0.11
H -3.869402 -3.090803 0.084005 0.00 0.00 0.05
H -4.269656 -1.743423 1.146992 -0.01 -0.01 0.03
H -6.292334 -2.616756 -0.084054 0.15 0.06 -0.15
H -5.508332 -2.206809 -1.614336 -0.06 -0.07 0.05
```
Positions in Å, forces in eV/Å.

Calculated values
LUMO: 0.023 hartree
Orbital gap: 0.3432 Ha
SMILES: COCC(=O)N1CCC(Oc2ccc(C(=O)N[C@@H](C)c3csc(C)n3)cc2)CC1
F_max: 0.939 eV/A
HOMO energy: -8.7 eV

=====

An isolated molecule of C21H27N3O5S, computed with the ωB97M-V functional and the def2-TZVPD basis.

```
57
Properties=species:S:1:pos:R:3:forces:R:3
C -5.279505 -3.237863 0.705489 -0.01 -0.39 -0.15
O -4.887516 -1.874285 0.738979 0.11 0.32 0.02
C -3.989434 -1.509526 -0.198628 -0.16 -0.21 0.01
O -3.560015 -2.298213 -1.014218 -0.05 0.06 0.08
C -3.603076 -0.103528 -0.153544 -0.02 0.48 -0.13
C -4.110771 0.844102 0.671169 0.05 -0.69 -0.35
C -5.117442 0.620440 1.749074 -0.08 0.04 0.16
N -3.699075 2.145678 0.517313 0.01 -0.16 0.17
C -3.001033 2.602957 -0.568558 -0.02 0.35 -0.38
S -2.790051 4.222234 -0.783870 0.15 0.50 -0.03
N -2.577759 1.681165 -1.443264 -0.15 -0.16 0.27
C -2.501337 0.267286 -1.132273 -0.02 -0.44 0.18
C -1.159804 -0.125914 -0.538997 0.13 0.12 -0.09
C -0.474554 0.703337 0.328132 -0.18 -0.04 -0.18
C 0.727610 0.294846 0.890298 0.19 -0.15 0.11
C 1.246410 -0.953968 0.603120 -0.07 -0.18 -0.11
O 2.403973 -1.469352 1.112784 -0.19 -0.10 -0.10
C 3.175145 -0.673193 1.982361 -0.01 0.14 0.25
C 3.763845 0.607741 1.372019 -0.28 -0.22 0.14
O 3.668150 1.659731 1.981698 -0.03 0.12 0.32
N 4.366991 0.511643 0.175744 0.04 0.13 -0.34
C 4.677603 -0.700865 -0.548281 0.26 -0.53 0.08
C 6.193393 -0.911340 -0.583139 -0.13 0.11 -0.31
C 6.877007 0.300885 -1.210165 0.13 -0.03 0.31
C 6.482348 1.563978 -0.449145 -0.15 -0.05 -0.26
C 4.961297 1.696826 -0.413435 0.15 0.45 0.20
C 0.553739 -1.806387 -0.284875 0.19 0.02 0.10
O 1.138311 -3.013790 -0.521211 0.09 0.33 0.23
C 0.461573 -3.922788 -1.356007 -0.11 -0.13 -0.14
C -0.632764 -1.377327 -0.848686 0.15 -0.16 0.01
H -4.419054 -3.885892 0.885078 -0.10 0.03 0.00
H -5.707563 -3.488079 -0.267491 0.02 -0.01 0.11
H -6.019501 -3.359353 1.492437 0.03 0.01 -0.03
H -6.040531 0.227014 1.329155 -0.02 0.03 0.04
H -5.333440 1.549597 2.271718 -0.01 0.06 0.03
H -4.749751 -0.113515 2.461925 -0.04 0.02 0.04
H -4.063764 2.862008 1.130084 0.10 -0.07 -0.19
H -2.007350 2.019753 -2.203485 -0.09 0.14 0.11
H -2.655793 -0.297624 -2.059209 0.02 0.12 0.19
H -0.854116 1.683072 0.574121 -0.02 0.14 0.01
H 1.247252 0.968749 1.551041 0.12 0.06 0.11
H 3.992970 -1.321226 2.314198 -0.10 0.09 -0.02
H 2.594820 -0.369362 2.862735 0.12 0.02 -0.17
H 4.180573 -1.557713 -0.099568 0.00 0.12 -0.11
H 4.302330 -0.588731 -1.572995 -0.03 -0.07 0.05
H 6.418676 -1.814599 -1.151651 0.01 -0.07 0.03
H 6.559763 -1.049461 0.436444 0.00 -0.07 0.06
H 7.960684 0.173203 -1.191930 0.02 0.00 -0.09
H 6.566919 0.392983 -2.253939 0.02 0.00 -0.08
H 6.912674 2.446991 -0.922939 0.03 0.05 0.04
H 6.857477 1.509373 0.574656 0.02 0.05 0.05
H 4.658494 2.554361 0.189023 -0.01 -0.10 -0.16
H 4.570319 1.813148 -1.430370 0.00 0.00 0.02
H -0.540163 -4.149107 -0.978583 0.02 0.02 -0.01
H 0.382695 -3.544523 -2.380499 -0.02 -0.01 0.04
H 1.064941 -4.829225 -1.351872 -0.07 0.04 -0.04
H -1.186918 -2.014507 -1.517390 -0.02 -0.11 -0.08
```
Positions in Å, forces in eV/Å.

Calculated values
LUMO: 0.012 hartree
Orbital gap: 0.3058 Ha
SMILES: COC(=O)C1=C(C)NC(=S)N[C@H]1c1ccc(OCC(=O)N2CCCCC2)c(OC)c1
F_max: 0.772 eV/A
HOMO energy: -8.0 eV

=====

A structure of composition C21H27N4O10S3Sc at a distorted geometry, computed with the ωB97M-V functional and the def2-TZVPD basis.

```
66
Properties=species:S:1:pos:R:3:forces:R:3
Sc -0.641075 -0.065090 0.307039 -0.01 -1.36 0.25
N 3.029536 0.384199 0.227090 -0.16 -0.09 0.01
N 2.485800 1.542029 -0.359617 0.21 0.11 0.19
C 1.166203 1.572768 -0.742435 0.09 -0.45 -0.55
O 0.552589 2.611434 -0.780242 -0.15 0.21 -0.06
O 0.617941 0.376131 -1.053127 1.03 1.01 -0.18
H 2.792651 0.355157 1.216032 0.09 0.02 -0.01
H 4.034663 0.420784 0.127455 -0.03 -0.07 -0.08
H 2.747405 2.423719 0.061507 -0.03 0.01 -0.03
O 0.296260 0.865447 1.999342 -0.01 -0.12 0.29
S -0.614285 0.248903 3.019187 0.00 0.07 -0.21
O 0.056760 -0.249619 4.173498 0.17 -0.03 0.19
O -1.393075 -0.744652 2.248085 0.01 -0.12 0.36
C -1.777226 1.465099 3.560767 -0.48 0.19 -0.10
C -1.539820 1.976798 4.829129 -0.08 -0.04 -0.15
C -2.427179 2.880341 5.393072 0.03 0.04 0.11
C -3.557110 3.262762 4.699580 -0.11 0.09 0.07
C -3.803250 2.767631 3.427321 0.11 -0.09 0.01
C -2.927206 1.868114 2.839430 0.37 0.11 0.33
S -3.348186 1.416904 1.165066 0.39 -0.35 -0.30
O -3.942241 0.090784 1.159139 0.03 -0.17 0.02
O -4.181636 2.456284 0.656876 -0.03 0.33 0.01
O -2.002233 1.368747 0.486646 -1.07 0.57 -0.01
H -0.667253 1.643968 5.372865 -0.01 0.00 -0.01
H -2.233638 3.275474 6.382144 0.00 -0.01 -0.03
H -4.255662 3.960516 5.143431 0.01 -0.01 -0.02
H -4.670435 3.088756 2.868420 0.02 0.01 -0.01
C -2.527916 -2.768312 -0.404708 0.10 0.04 0.06
O -2.227521 -1.368099 -0.356177 -0.21 0.01 0.14
H -3.334029 -2.937533 -1.116226 -0.05 -0.01 -0.02
H -2.822555 -3.117800 0.584114 0.01 -0.03 0.01
H -1.639590 -3.295015 -0.734114 0.03 0.00 -0.03
H -2.964537 -0.926021 0.135901 -0.20 0.06 -0.06
N 0.641037 -2.380435 -1.836602 -0.06 0.02 0.08
C 0.935102 -2.880419 -0.590886 0.13 0.18 -0.39
C 1.503916 -4.156199 -0.461502 0.07 -0.07 -0.07
C 1.795151 -4.635282 0.787947 0.06 -0.11 0.07
C 1.532030 -3.839929 1.903899 0.08 -0.12 -0.08
C 0.953880 -2.617808 1.690111 -0.14 0.14 -0.08
N 0.624104 -2.134644 0.471981 -0.13 0.07 0.39
H 1.088848 -2.852838 -2.604653 -0.04 -0.04 0.00
H 0.665790 -1.368866 -1.936161 0.10 -0.07 0.08
H 1.727689 -4.727766 -1.353720 -0.03 0.00 0.04
H 2.236811 -5.617952 0.901658 0.00 0.03 0.00
H 1.764038 -4.160615 2.908910 -0.01 -0.01 -0.03
H 0.726917 -1.991833 2.537893 -0.06 0.08 0.01
C -5.372267 2.453468 -2.404677 0.11 -0.03 -0.09
C -3.978574 1.945899 -2.681796 -0.03 0.05 0.06
C -3.725492 0.579460 -2.779595 -0.03 -0.04 0.04
C -2.452154 0.109132 -3.064949 -0.01 -0.01 -0.19
C -1.423745 1.012896 -3.282065 0.04 -0.14 -0.15
C -1.632511 2.373054 -3.146495 -0.05 0.03 0.02
C -2.908884 2.825789 -2.839777 0.00 0.03 0.02
S 0.159459 0.422228 -3.912573 0.26 0.84 0.39
C -0.454519 0.090110 -5.547770 -0.09 -0.09 -0.48
O 1.050605 1.619266 -4.051921 -0.34 -0.61 0.11
H -6.121227 1.790991 -2.841817 0.02 0.02 0.00
H -5.512239 3.451120 -2.822861 0.01 -0.03 0.00
H -5.558939 2.512710 -1.333509 0.06 -0.02 0.06
H -4.541691 -0.123628 -2.646385 0.03 0.02 0.01
H -2.268612 -0.955590 -3.175116 -0.04 0.01 0.07
H -0.804012 3.053900 -3.294512 -0.01 -0.02 0.03
H -3.081758 3.891293 -2.733607 0.01 -0.04 -0.01
H -1.009675 0.961792 -5.892609 0.05 -0.04 -0.09
H -1.094253 -0.794415 -5.526748 0.02 0.07 -0.01
H 0.420029 -0.088395 -6.174885 -0.07 -0.02 -0.01
```
Positions in Å, forces in eV/Å.

Calculated values
LUMO: 0.008 hartree
Orbital gap: 0.3180 Ha
F_max: 1.453 eV/A
HOMO energy: -8.4 eV

=====

A structure of composition C21H27N4O10S3Sc at a distorted geometry, computed with the ωB97M-V functional and the def2-TZVPD basis.

```
66
Properties=species:S:1:pos:R:3:forces:R:3
Sc 0.175943 -0.876139 0.878284 -1.58 -0.10 0.25
N 0.886733 0.073149 3.922690 0.34 0.13 0.14
N 0.774834 -1.227203 4.475601 0.18 0.15 0.00
C 0.642376 -2.319662 3.601489 0.10 -0.20 1.37
O 0.761877 -3.433322 4.076928 0.06 -0.07 -0.25
O 0.356215 -2.036622 2.381298 0.21 -0.24 0.11
H 1.770629 0.197485 3.419497 -0.20 0.01 0.44
H 0.817767 0.743003 4.682650 0.03 -0.16 -0.15
H 1.381522 -1.440208 5.266597 -0.20 -0.03 -0.41
O 2.500063 2.257221 0.946451 0.25 -0.39 -0.43
S 2.206487 0.951769 0.401194 1.40 1.83 0.60
O 0.910406 0.909735 -0.281301 0.12 -0.16 -0.15
O 2.206614 -0.111885 1.416626 -0.12 -0.21 0.12
C 3.529937 0.500444 -0.712170 -0.20 0.31 0.47
C 4.717389 1.207504 -0.623462 -0.16 0.15 0.04
C 5.832867 0.780777 -1.326944 -0.05 -0.11 -0.02
C 5.757855 -0.358669 -2.114654 -0.06 0.12 0.07
C 4.562253 -1.054078 -2.215457 -0.19 -0.12 0.01
C 3.452027 -0.624147 -1.507210 -0.46 -0.37 -0.10
S 1.888862 -1.449505 -1.795759 0.45 -0.56 -2.26
O 1.096850 -0.501851 -2.562325 0.22 -0.09 0.24
O 2.176501 -2.669747 -2.505785 0.14 0.15 0.49
O 1.273256 -1.747074 -0.471382 1.10 -1.01 -1.06
H 4.733616 2.091087 -0.005640 0.11 0.06 0.11
H 6.760403 1.328621 -1.243202 0.03 0.04 -0.03
H 6.626383 -0.700958 -2.656642 0.05 -0.04 -0.05
H 4.457438 -1.934051 -2.831387 0.07 -0.06 -0.06
C -1.951994 -1.021387 -2.215307 -0.22 0.01 0.16
O -1.157792 -0.433839 -1.189311 0.45 0.17 -0.20
H -2.596840 -0.258349 -2.670513 0.08 -0.09 0.03
H -2.579822 -1.797396 -1.777939 0.04 0.02 -0.03
H -1.310775 -1.456081 -2.984454 -0.08 -0.04 0.03
H -0.344864 -0.132869 -1.654984 -0.27 0.11 0.07
N -0.816317 -3.735536 -0.760067 0.39 0.02 -0.12
C -1.725865 -3.486259 0.211612 -0.46 0.20 0.11
C -2.705994 -4.446001 0.531619 0.03 0.10 0.06
C -3.651179 -4.152842 1.480704 0.28 0.10 -0.11
C -3.619306 -2.906170 2.102736 0.01 0.20 -0.04
C -2.648198 -2.009883 1.716280 -0.29 -0.09 0.19
N -1.717723 -2.273338 0.790693 0.02 -0.41 -0.06
H -0.657000 -4.696910 -1.011253 0.04 0.10 -0.01
H -0.014707 -3.114075 -0.824165 -0.21 -0.42 -0.06
H -2.686200 -5.397392 0.025011 -0.02 -0.13 -0.05
H -4.406127 -4.876352 1.743312 -0.07 -0.12 0.04
H -4.330686 -2.648039 2.869382 -0.06 0.09 0.05
H -2.594401 -1.025297 2.168962 0.04 -0.08 0.00
C -1.740765 3.958691 -3.775688 0.03 -0.05 0.02
C -1.527010 3.600152 -2.337249 -0.04 0.02 0.09
C -0.472568 4.132934 -1.604811 -0.13 0.02 0.01
C -0.232947 3.716643 -0.307318 -0.03 -0.08 0.20
C -1.054122 2.759887 0.265547 0.19 0.15 0.18
C -2.131418 2.240674 -0.435357 -0.04 -0.02 0.21
C -2.368132 2.674970 -1.725703 0.03 0.00 0.11
S -0.580451 2.061004 1.861430 -1.75 1.63 0.03
C -2.085340 2.622882 2.785704 0.85 -0.30 -0.09
O -0.896423 0.599127 1.715790 -0.87 -0.23 0.19
H -1.187934 4.854418 -4.047109 -0.02 0.05 -0.06
H -2.798414 4.104752 -3.991608 -0.01 0.05 -0.03
H -1.387052 3.135524 -4.397156 0.01 0.02 -0.13
H 0.174753 4.868018 -2.059462 0.09 0.05 -0.05
H 0.611216 4.090641 0.249576 0.19 0.05 0.01
H -2.753464 1.476479 0.010262 0.00 -0.05 -0.03
H -3.205377 2.273168 -2.280105 -0.05 -0.06 -0.03
H -2.961483 2.234305 2.283262 -0.05 -0.09 -0.23
H -2.120660 3.704230 2.837753 0.14 0.18 -0.10
H -2.023721 2.203837 3.783936 0.11 -0.09 0.13
```
Positions in Å, forces in eV/Å.

Calculated values
LUMO: 0.009 hartree
Orbital gap: 0.3206 Ha
F_max: 2.391 eV/A
HOMO energy: -8.5 eV